(1)
C8H13N2 as an isolated structure. Source: the OMol25 dataset; level of theory: wB97M-V/def2-TZVPD.

Each line ends with the Löwdin charge.
Element x y z (Å)
C -0.496360 0.681001 -0.059611  -0.07
C -0.162591 -0.464947 0.532538  -0.07
C -1.547447 -0.973023 0.867557  0.00
C 1.823491 1.645365 0.052860  -0.09
C 2.182765 0.359948 0.733295  -0.10
C -1.952686 0.504535 0.402592  -0.18
C -2.891777 0.356766 -0.821962  -0.02
C 1.679287 -1.527172 -0.791535  0.04
N 0.779807 0.896820 -0.642065  0.09
N 1.271535 -0.391432 -0.067755  -0.20
H -1.987391 -1.591961 0.222227  0.06
H -1.859099 -1.162801 1.947100  0.15
H 1.408368 2.518626 0.721749  0.17
H 2.695738 2.080455 -0.555135  0.15
H 3.235541 0.038433 0.675389  0.15
H 1.787325 0.281996 1.768456  0.16
H -2.319305 1.210051 1.166832  0.15
H -3.663038 -0.344676 -0.535614  0.10
H -2.345033 -0.149319 -1.556461  0.08
H -3.133061 1.271738 -1.100002  0.04
H 2.438013 -1.076193 -1.492488  0.14
H 2.291547 -2.238234 -0.212233  0.13
H 0.764375 -1.925979 -1.255723  0.13

Forces on atoms 1 to 3 (eV/Å):
1.1 -1.8 2.9
-0.1 1.2 -0.9
0.9 3.1 4.4

largest force on an atom	5.48	eV/A
net charge	+1
lowest unoccupied orbital energy	-3.04	eV


(2)
A 3-piece molecular cluster, C19H47N4O10P2S overall. Source: the OMol25 dataset; level of theory: wB97M-V/def2-TZVPD.

Each line ends with the Löwdin charge.
Element x y z (Å)
N -2.154661 -1.037319 0.965496  -0.01
C -2.704410 0.372468 0.960754  -0.26
C -3.383937 0.744653 2.341369  -0.14
C -2.484264 1.581038 3.347573  -0.14
N -1.687185 0.724892 4.340954  0.00
C -1.501526 1.539328 5.589219  -0.10
C -0.158352 2.396725 5.513514  -0.28
C -0.257160 3.973241 5.488896  -0.18
S 1.290831 4.711663 4.771121  0.79
O 1.099168 4.798833 3.282197  -0.40
O 2.485347 3.848212 5.065084  -0.37
N 0.511832 1.773407 4.359942  0.16
C -0.363260 0.810384 3.759094  -0.23
N 0.193552 0.162578 2.721883  0.20
H -1.226391 -1.016366 0.538795  0.05
H -2.027087 -1.255908 1.956195  0.04
H -3.498700 0.385901 0.167737  0.11
H -1.893266 1.080766 0.627917  0.10
H -3.682219 -0.215992 2.836065  0.12
H -4.274712 1.397503 2.106571  0.12
H -3.201406 2.200236 3.964293  0.13
H -1.785964 2.288091 2.817672  0.13
H -2.407888 2.057243 5.995372  0.14
H -1.300220 0.754342 6.381771  0.14
H 0.264723 2.200328 6.540031  0.16
H -0.386772 4.453211 6.498512  0.12
H -1.074932 4.260377 4.766874  0.11
H 1.494516 5.984883 5.286674  0.10
H 0.707441 2.368035 3.540735  0.12
H 0.935724 -0.529698 2.829109  0.16
H -0.061775 0.405394 1.763773  0.11
O 3.761862 0.578384 0.440538  -0.25
P 3.755892 1.766002 -0.519783  0.68
O 2.359109 2.495714 -0.009677  -0.23
C 2.349907 3.154041 1.247436  -0.32
C 3.155208 4.442469 1.211050  -0.07
O 3.156725 0.983507 -1.847724  -0.22
C 3.228617 -0.436086 -1.954080  -0.29
C 1.962637 -1.078746 -1.420134  -0.07
O 4.047954 3.088934 -1.564652  -0.20
C 5.406301 3.536651 -1.656260  -0.30
C 6.351895 2.428981 -2.075457  -0.08
H 2.723349 2.482612 2.029442  0.11
H 1.307948 3.384044 1.478522  0.09
H 4.226732 4.224735 1.145593  0.07
H 2.991307 5.026565 2.113263  0.05
H 2.891093 5.048088 0.342442  0.09
H 4.118774 -0.820280 -1.453207  0.11
H 3.338736 -0.676542 -3.015227  0.12
H 1.705228 -0.712330 -0.422790  0.05
H 2.070207 -2.165409 -1.374146  0.08
H 1.113373 -0.844047 -2.066213  0.07
H 5.715029 3.953033 -0.693469  0.10
H 5.428856 4.346569 -2.388487  0.13
H 6.406341 1.642469 -1.311588  0.07
H 7.360008 2.820779 -2.224098  0.09
H 6.013616 1.957972 -2.999928  0.09
O -1.423135 -2.817283 -2.669393  -0.25
P -2.322461 -3.837077 -3.365003  0.68
O -1.213321 -5.044543 -3.593651  -0.22
C -0.777625 -5.790151 -2.465993  -0.30
C -1.863980 -6.714659 -1.946939  -0.08
O -2.285465 -3.178884 -4.882622  -0.22
C -1.916845 -1.816548 -5.083606  -0.30
C -0.432382 -1.692942 -5.369414  -0.08
O -3.549378 -4.870322 -3.964672  -0.20
C -4.809904 -4.818096 -3.286911  -0.30
C -5.391923 -3.418750 -3.256605  -0.08
H -0.434134 -5.113206 -1.677228  0.10
H 0.080375 -6.382885 -2.789244  0.12
H -2.662841 -6.139800 -1.465810  0.06
H -1.462326 -7.408220 -1.205733  0.08
H -2.315582 -7.285312 -2.759843  0.09
H -2.217546 -1.203190 -4.232034  0.10
H -2.482573 -1.453042 -5.946397  0.12
H 0.174516 -2.216915 -4.627900  0.07
H -0.128517 -0.642870 -5.388323  0.08
H -0.194073 -2.138480 -6.337723  0.08
H -4.688767 -5.199206 -2.268983  0.10
H -5.486323 -5.494255 -3.814101  0.12
H -4.767336 -2.741383 -2.660070  0.07
H -6.390793 -3.428014 -2.815516  0.08
H -5.451412 -3.000528 -4.262849  0.09

Forces on atoms 1 to 3 (eV/Å):
-0.1 1.3 0.8
-0.3 -0.6 -0.4
0.9 0.6 -0.6

largest force on an atom	8.72	eV/A
net charge	+1
lowest unoccupied orbital energy	-4.76	eV


(3)
C45H62BN8O2TeTi as an isolated structure. Source: the OMol25 dataset; level of theory: wB97M-V/def2-TZVPD.

Each line ends with the Löwdin spin population.
Element x y z (Å)
Ti -0.403567 0.422857 1.545792  0.04
C -0.176686 -4.442279 2.889322  0.00
C -0.940614 -3.406780 2.051769  0.00
C -0.034575 -2.836911 0.976530  0.00
C -1.492784 -2.359474 2.978782  0.00
C -2.344517 -2.612572 4.067916  0.00
C -2.404054 -1.423120 4.748780  0.00
N -1.652893 -0.518585 4.105347  0.00
N -1.098637 -1.085667 2.992750  0.00
B -1.078954 0.752211 4.803592  0.00
N 0.433727 0.825674 4.521104  0.00
C 1.371726 0.843706 5.482725  0.00
C 2.584586 0.546206 4.914809  0.00
C 2.303810 0.338729 3.550053  0.00
N 1.002657 0.517850 3.325673  0.00
C 3.288741 -0.073470 2.497287  0.00
C 4.387229 0.978304 2.335784  0.00
C 3.888504 -1.438471 2.846192  0.00
N -1.828966 1.994022 4.333721  0.00
C -2.591906 2.823531 5.066583  0.00
C -2.962607 3.871090 4.251747  0.00
C -2.373175 3.576687 3.003041  0.00
N -1.698172 2.435169 3.073962  0.00
C -2.370183 4.457093 1.786058  0.00
C -1.094422 5.308922 1.784855  0.00
C -2.475632 3.653578 0.495190  0.00
H 0.232135 -5.218976 2.239276  0.00
H -0.816518 -4.914976 3.637495  0.00
H 0.651829 -3.956292 3.410247  0.00
H -1.778981 -3.921289 1.568860  0.00
H 0.857860 -2.384885 1.417090  0.00
H -0.542767 -2.062247 0.398883  0.00
H 0.282902 -3.624899 0.293721  0.00
H -2.832322 -3.539360 4.319727  0.00
H -2.923352 -1.151375 5.652976  0.00
H -1.234260 0.668189 5.998146  0.00
H 1.102421 1.056684 6.503884  0.00
H 3.541707 0.480383 5.404418  0.00
H 2.739961 -0.158846 1.556935  0.00
H 4.942861 1.110469 3.271281  0.00
H 3.962003 1.938043 2.040528  0.00
H 5.090976 0.675174 1.557712  0.00
H 4.471938 -1.388082 3.771470  0.00
H 4.550366 -1.773749 2.044079  0.00
H 3.106965 -2.189855 2.979264  0.00
H -2.805347 2.615777 6.102353  0.00
H -3.570817 4.724127 4.505468  0.00
H -3.234870 5.126175 1.868387  0.00
H -0.225630 4.655079 1.682846  0.00
H -0.995344 5.874329 2.714968  0.00
H -1.100961 6.012607 0.948212  0.00
H -1.658948 2.935737 0.440130  0.00
H -2.435374 4.310623 -0.376956  0.00
H -3.411726 3.095485 0.463621  0.00
C -1.083847 -0.302398 -8.582161  0.00
C -0.744248 -0.417050 -7.117215  0.00
C 0.475849 0.018552 -6.621949  0.00
C 0.799158 -0.077174 -5.269032  0.00
C 2.147322 0.447765 -4.834800  0.00
C -0.110757 -0.639271 -4.356150  0.01
Te 0.401512 -0.545253 -2.150965  0.01
N 1.057912 0.081160 0.307334  0.09
C 1.243307 1.418765 0.297160  0.15
O 0.307335 2.107267 1.004661  0.05
C 2.263237 2.153817 -0.353915  0.12
C 2.259590 3.586519 -0.353861  0.11
C 3.242553 4.296989 -1.002749  0.03
C 4.290448 3.649569 -1.681013  0.18
C 4.319865 2.240933 -1.666478  0.03
C 3.346453 1.513141 -1.028490  0.10
C 1.034879 -2.622007 -2.242151  0.00
C 0.040152 -3.581500 -2.433308  0.00
C 0.322370 -4.938614 -2.505805  0.00
C 1.631251 -5.373212 -2.359184  0.00
C 2.627767 -4.437170 -2.124384  0.00
C 2.350257 -3.071882 -2.059688  0.00
C 3.459948 -2.110945 -1.731825  0.00
C -1.358982 -1.047743 -4.854144  0.00
C -2.444696 -1.604592 -3.962271  0.00
C -1.653063 -0.943991 -6.213961  0.00
H -0.269100 0.168827 -9.133828  0.00
H -1.985360 0.297122 -8.730574  0.00
H -1.267992 -1.285127 -9.024257  0.00
H 1.197108 0.454705 -7.308660  0.00
H 2.685120 0.875891 -5.684074  0.00
H 2.757016 -0.349489 -4.407858  0.00
H 2.051925 1.209587 -4.061079  0.00
H 1.461428 4.098785 0.169502  0.01
H 3.206945 5.382838 -0.993344  0.00
H 5.058390 4.218665 -2.191229  0.02
H 5.126655 1.720017 -2.175131  0.00
H 3.385371 0.434437 -1.009620  0.01
H -0.987710 -3.252865 -2.509801  0.00
H -0.478657 -5.652989 -2.661883  0.00
H 1.873008 -6.428908 -2.409804  0.00
H 3.650621 -4.771737 -1.979986  0.00
H 4.432219 -2.608540 -1.746640  0.00
H 3.297424 -1.686567 -0.737965  0.00
H 3.471532 -1.276909 -2.432434  0.00
H -2.275731 -1.308768 -2.927761  0.00
H -2.464174 -2.697078 -4.010302  0.00
H -3.425372 -1.241421 -4.277899  0.00
H -2.625670 -1.275657 -6.572789  0.00
O -0.964201 2.013535 -1.861540  0.01
H -0.278716 2.570208 -1.469195  0.00
H -1.288762 1.494663 -1.082267  0.00
C -4.042334 0.251307 1.634164  0.00
C -3.258164 -0.105324 0.356973  0.00
C -3.903635 0.644085 -0.825065  0.00
C -3.433797 -1.613455 0.085539  0.00
N -1.861521 0.215031 0.473524  0.02
H -5.122152 0.123152 1.486253  0.00
H -3.841978 1.288178 1.912443  0.00
H -3.732384 -0.392178 2.460943  0.00
H -4.960267 0.371018 -0.927333  0.00
H -3.384062 0.401159 -1.754701  0.00
H -3.833728 1.722407 -0.678398  0.00
H -4.470710 -1.860151 -0.171525  0.00
H -3.148289 -2.185175 0.970162  0.00
H -2.781252 -1.907286 -0.740623  0.00

Forces on atoms 1 to 3 (eV/Å):
-1.4 -0.1 -2.8
-0.1 0.0 0.0
0.0 0.0 -0.1

largest force on an atom	3.14	eV/A
<S²>	0.769
spin multiplicity	2
net charge	-2
lowest unoccupied orbital energy (spin up / spin down)	4.15 / 4.15	eV